Record 1
Computed, not measured: C22H39IrN2O4S as an isolated structure, with ωB97M-V with the def2-TZVPD basis set.

Values from the calculation:
LUMO energy (spin up / spin down) = -9.303 / -11.400 eV
Energy = -1773.73933 hartree
Expectation value of S² = 0.76
Energy above the lowest of the compared OMol25 structures with the same formula, charge and spin = 0.000 eV

```
! wB97M-V def2-TZVPD RIJCOSX def2/J DEFGRID3
* xyz 3 2
Ir -0.54218 0.44340 0.68718
C 1.99691 2.32034 -2.86041
N 0.95282 1.36800 -3.25444
C 0.78536 1.19533 -4.70578
C 0.16910 0.79477 -2.37412
O 0.34007 1.01112 -1.13267
C -0.94908 -0.09201 -2.89129
O -1.75745 -0.56580 -1.84288
C -1.83695 -1.96043 -1.68255
C -0.98384 -2.43437 -0.50527
O -0.35924 -1.58547 0.20847
N -0.89348 -3.71564 -0.25599
C -1.57956 -4.75934 -1.02864
C -0.11044 -4.22146 0.87666
H 2.96710 1.93810 -3.17492
H 1.98473 2.46792 -1.78711
H 1.81766 3.27005 -3.36303
H 1.74451 1.38357 -5.18015
H 0.05856 1.90893 -5.09497
H 0.48116 0.18480 -4.96140
H -0.52128 -0.90813 -3.47841
H -1.56757 0.50342 -3.56939
H -1.52812 -2.48391 -2.58954
H -2.88083 -2.21872 -1.49167
H -2.26611 -4.34832 -1.75946
H -2.14629 -5.38513 -0.34095
H -0.84133 -5.37829 -1.53675
H 0.52240 -3.43665 1.27375
H 0.50043 -5.05441 0.53355
H -0.78190 -4.57928 1.65680
C -2.74871 0.88231 0.84667
C -2.17035 0.61558 2.14173
C -1.15820 1.62599 2.39799
C -1.07746 2.47054 1.23964
C -2.08341 2.01489 0.29823
C -2.37954 2.64819 -1.01081
C -0.20949 3.68009 1.09794
C -0.35168 1.79699 3.63492
C -2.62243 -0.41721 3.11124
C -3.90832 0.15008 0.26728
H -3.04443 3.49714 -0.81855
H -2.89721 1.97168 -1.68606
H -1.48286 3.04766 -1.48261
H 0.78915 3.41719 0.74805
H -0.10880 4.18561 2.05752
H -0.64433 4.38763 0.39412
H -0.84757 2.52835 4.27969
H 0.64300 2.17559 3.40693
H -0.26110 0.86972 4.19575
H -3.43594 0.00976 3.70598
H -1.83029 -0.71000 3.79658
H -3.01055 -1.30647 2.61812
H -4.82308 0.55979 0.70455
H -3.87816 -0.90852 0.52290
H -3.96942 0.25707 -0.81146
O 1.41226 0.28874 1.26285
S 2.55964 -0.36939 0.41656
C 3.25516 -1.60077 1.56665
C 4.70105 -1.18457 1.82838
C 4.70265 0.33973 1.87456
C 3.94928 0.77876 0.62422
H 3.13762 -2.59460 1.14010
H 2.62958 -1.49901 2.45559
H 5.35156 -1.54235 1.02851
H 5.05177 -1.63238 2.75709
H 5.71265 0.74639 1.86861
H 4.20115 0.70474 2.77204
H 4.55298 0.67335 -0.27939
H 3.51862 1.77925 0.65327
*
```



Record 2
Computed, not measured: C22H39N8RuS4Si2Te as an isolated structure, with ωB97M-V with the def2-TZVPD basis set.

Values from the calculation:
LUMO energy (spin up / spin down) = -9.218 / -9.401 eV
Energy = -3833.50538 hartree
Expectation value of S² = 6.02
Energy above the lowest of the compared OMol25 structures with the same formula, charge and spin = 1.102 eV

```
! wB97M-V def2-TZVPD RIJCOSX def2/J DEFGRID3
* xyz 3 5
Ru -0.69072 1.25984 0.18495
N 1.03876 0.76827 3.40754
C -0.26531 1.17457 3.43128
N -0.90788 1.59780 2.36030
C -2.20803 2.00990 2.68523
C -2.54486 1.82446 3.97362
S -1.21348 1.18882 4.85857
C -2.98746 2.64339 1.61506
C -4.13246 3.34114 1.71055
S -4.55914 4.00839 0.17715
C -3.15285 3.30288 -0.52000
N -2.43868 2.60327 0.33288
N -2.85011 3.42498 -1.83698
H 1.64290 1.36346 2.85634
H 1.44414 0.55136 4.30781
H -3.47799 2.04660 4.46669
H -4.72268 3.55584 2.58732
H -3.33765 4.13199 -2.36781
H -1.87602 3.33586 -2.08925
S 1.00479 2.91842 -0.56646
C 0.66250 2.47835 -2.20775
C 0.71057 3.53564 -3.18084
N 0.75306 4.38927 -3.94948
C 0.28640 1.23947 -2.63656
S 0.19993 -0.19170 -1.59746
C -0.15302 0.96113 -3.96894
N -0.60495 0.69513 -4.99272
N -5.99184 -1.67922 -1.20481
C -4.94524 -2.47290 -0.46386
C -3.97452 -1.51800 0.22237
N -3.35756 -0.55414 -0.69205
C -4.38735 0.19513 -1.41649
C -5.37323 -0.69373 -2.16503
H -6.57910 -1.17842 -0.53326
H -6.61629 -2.31188 -1.71019
H -4.44280 -3.09068 -1.20736
H -5.45449 -3.12123 0.24697
H -3.20475 -2.10513 0.72099
H -4.49992 -0.95757 1.00158
H -2.76484 -1.04410 -1.35613
H -3.92343 0.87388 -2.13116
H -4.92647 0.81600 -0.69316
H -4.87712 -1.28094 -2.93719
H -6.17699 -0.12039 -2.62332
C 1.75524 -4.95284 0.93405
Si 1.73684 -3.14206 1.29960
C -0.01230 -2.51579 1.64930
C 2.90239 -2.64625 2.65427
C 2.33139 -2.24030 -0.28253
Te 2.22577 -0.11748 -0.15299
C 3.63036 0.35586 -1.64790
Si 5.35088 0.70461 -0.81129
C 6.55407 0.93638 -2.18889
C 5.69791 -0.78291 0.26242
C 5.09245 2.22398 0.23424
H 1.47571 -5.51925 1.82675
H 2.74892 -5.28992 0.63033
H 1.05247 -5.21524 0.14044
H -0.08512 -2.05876 2.64068
H -0.72107 -3.34742 1.61546
H -0.35043 -1.77561 0.91660
H 2.64402 -3.16049 3.58422
H 2.86766 -1.57232 2.85576
H 3.93273 -2.91943 2.41044
H 1.78367 -2.53215 -1.18073
H 3.39292 -2.43135 -0.47003
H 3.25972 1.24374 -2.16392
H 3.62745 -0.49557 -2.32960
H 6.60240 0.05912 -2.83759
H 7.55554 1.10205 -1.78199
H 6.30004 1.80434 -2.80030
H 5.81817 -1.69605 -0.32724
H 4.92667 -0.96149 1.02523
H 6.63163 -0.63002 0.80916
H 4.98775 3.11958 -0.38234
H 5.95165 2.37977 0.89053
H 4.20870 2.15804 0.87894
*
```



Record 3
Computed, not measured: a 2-piece molecular cluster, C22H40B2BrCl3F3N3O7 overall at a distorted geometry, with ωB97M-V with the def2-TZVPD basis set.

Values from the calculation:
LUMO energy = -0.114 eV
Energy = -5857.23327 hartree

```
! wB97M-V def2-TZVPD RIJCOSX def2/J DEFGRID3
* xyz 0 1
C 5.03342 2.77197 3.62513
C 4.76542 1.78857 2.47826
C 4.46866 2.51887 1.19017
O 4.22688 1.56740 0.16706
C 3.85845 2.15650 -1.04974
N 2.93358 1.25163 -1.74215
C 3.24896 0.93752 -3.09203
Cl 2.24322 1.68163 -4.26681
C 4.25647 0.16834 -3.45459
C 4.62208 -0.12484 -4.87599
Cl 5.27600 -0.53097 -2.25274
C 1.85798 0.73540 -1.18465
N 1.24030 -0.32234 -1.80226
B 1.91843 -1.68802 -1.63852
O 2.31731 -2.31322 -2.77629
O 2.11217 -2.28558 -0.44066
C 3.29032 -1.98849 0.35628
C 3.40876 -3.06065 1.43652
C -0.22506 -0.40039 -1.79223
F -0.63020 0.12297 -3.01454
B -0.80665 -1.92941 -1.83246
O -1.16246 -2.42120 -3.05630
O -0.88421 -2.74927 -0.76147
C -0.89435 0.48109 -0.66027
Br -1.32699 2.20272 -1.40361
O -2.00130 -0.22967 -0.16745
C -3.28124 0.39234 -0.05744
C -4.26010 -0.54412 0.68089
C -3.86269 -2.01599 0.59756
C -5.68917 -0.30091 0.19112
C -6.73518 -0.89387 1.16738
C -7.62706 -1.91480 0.45664
C -7.56259 0.19662 1.85080
C 0.13691 0.60011 0.47912
F 0.44410 -0.69027 0.89314
C -0.32434 1.29351 1.77769
C -1.10743 0.36861 2.71449
F -1.09728 2.40943 1.53028
N 1.43982 1.14491 0.04146
O 1.41434 2.54541 0.21383
H 6.09324 2.98455 3.74358
H 4.48519 3.70508 3.50123
H 4.69798 2.32873 4.56167
H 3.91156 1.16560 2.74258
H 5.64829 1.16750 2.33017
H 5.30557 3.17420 0.91996
H 3.59283 3.15859 1.33173
H 3.40048 3.13126 -0.91126
H 4.73526 2.28995 -1.68365
H 5.46072 -0.81158 -4.90259
H 3.76010 -0.53303 -5.39734
H 4.95424 0.79728 -5.35299
H 1.83153 -1.97502 -3.54060
H 4.15185 -2.00902 -0.30229
H 3.13897 -1.01309 0.81552
H 4.36909 -3.56769 1.39943
H 2.65028 -3.81832 1.24920
H 3.22020 -2.64660 2.42333
H -1.96742 -2.94283 -2.95281
H -0.82477 -2.29490 0.08678
H -3.22334 1.31007 0.52323
H -3.70380 0.58732 -1.04333
H -4.20713 -0.27557 1.74161
H -3.67948 -2.31846 -0.43256
H -2.98116 -2.21947 1.20140
H -4.65582 -2.64002 1.00843
H -5.79911 -0.82711 -0.75856
H -5.83825 0.77426 0.09213
H -6.20877 -1.43772 1.95493
H -7.01188 -2.59275 -0.13637
H -8.31108 -1.40026 -0.21878
H -8.17057 -2.52889 1.17276
H -7.87419 0.96930 1.15142
H -8.44336 -0.25675 2.30778
H -6.99858 0.63501 2.67411
H 0.55575 1.62651 2.32478
H -1.90842 0.96380 3.15006
H -1.55237 -0.48786 2.22303
H -0.48244 0.04355 3.54153
H 1.36593 2.98373 -0.72052
Cl 1.47764 3.86910 -2.34437
*
```



Record 4
Computed, not measured: a 2-piece molecular cluster, C22H40BClN2O4PSi overall at a distorted geometry, with ωB97M-V with the def2-TZVPD basis set.

Values from the calculation:
LUMO energy = -5.531 eV
Energy = -2388.53243 hartree

```
! wB97M-V def2-TZVPD RIJCOSX def2/J DEFGRID3
* xyz 1 1
C -0.28665 1.42389 5.55987
C 0.92589 0.56577 5.09145
C 1.21357 0.68442 3.56763
C 1.32458 2.17968 3.09666
C 0.10933 2.65905 2.23384
B 0.33632 2.57923 0.62095
Cl 1.01599 0.88076 0.21338
C 1.19585 3.82214 -0.01001
C 2.73136 3.62236 -0.06513
O 3.13788 2.78176 -1.17214
Si 4.64038 2.07535 -0.75766
C 5.23242 1.08428 -2.29754
C 4.54442 0.82798 0.67964
C 5.92876 3.40605 -0.29387
P -1.44013 2.63170 -0.23342
O -2.57058 2.10992 0.62667
O -1.31553 1.69898 -1.66330
O -1.80767 4.21876 -0.67536
H -0.58843 1.10950 6.57045
H -1.08964 1.30573 4.81442
H -0.03999 2.49731 5.61633
H 0.68308 -0.48900 5.32511
H 1.85314 0.80162 5.64763
H 0.50802 0.10467 2.94348
H 2.20398 0.21126 3.38726
H 1.37339 2.81661 4.00244
H 2.30623 2.28270 2.60562
H -0.13567 3.70649 2.52599
H -0.76639 2.06756 2.56949
H 0.86907 4.07310 -1.03961
H 0.95890 4.71872 0.60453
H 3.18140 4.62029 -0.26950
H 3.18375 3.27498 0.88448
H 5.69256 0.15344 -1.91377
H 5.99710 1.68327 -2.81608
H 4.37291 0.82408 -2.93517
H 4.76498 -0.18979 0.31002
H 5.28791 1.09061 1.45870
H 3.56991 0.82382 1.20694
H 6.80448 3.25780 -0.95165
H 6.28942 3.17306 0.72683
H 5.53335 4.42897 -0.33646
H -1.39908 2.29550 -2.41125
H -1.46496 4.81855 -0.01301
C 1.75599 -2.51682 -0.87823
N 0.35961 -2.84162 -1.22304
C -0.18928 -3.99271 -0.80424
C -1.51394 -4.27473 -1.07267
C -2.29352 -3.35602 -1.77621
C -1.68143 -2.18771 -2.21483
C -0.35311 -1.95193 -1.92860
C -3.73140 -3.58017 -2.02990
C -4.67518 -2.66070 -1.57592
C -6.01417 -2.84476 -1.85315
N -6.42485 -3.90702 -2.56537
C -5.54321 -4.82551 -2.99838
C -4.19502 -4.68551 -2.74102
C -7.85748 -4.07156 -2.89898
H 2.42265 -3.30013 -1.23416
H 1.80699 -2.42760 0.20554
H 2.01200 -1.56553 -1.33730
H 0.44082 -4.66751 -0.24175
H -1.93455 -5.20104 -0.70282
H -2.23056 -1.44559 -2.78008
H 0.14602 -1.04344 -2.24376
H -4.37688 -1.79283 -0.99951
H -6.76575 -2.14434 -1.51702
H -5.93741 -5.66036 -3.56127
H -3.51180 -5.43388 -3.12133
H -8.18943 -5.03501 -2.51889
H -7.95712 -4.02496 -3.98154
H -8.43362 -3.27391 -2.44043
*
```